# 1
Entry from the Open Molecules 2025 dataset: a single C25H31NO4 molecule (wB97M-V/def2-TZVPD).

XYZ file:
```
61
Properties=species:S:1:pos:R:3:forces:R:3
C -2.312075 -0.355462 3.109130 -0.328 -0.053 0.037
O -0.942075 -0.162362 2.852533 0.414 0.017 -0.183
C -0.332583 -0.957337 1.931230 0.187 -0.058 0.085
C -0.954788 -1.976463 1.219526 -0.230 0.099 0.218
C -0.214044 -2.718415 0.314064 0.038 -0.020 -0.069
C 1.129336 -2.465297 0.113338 0.000 -0.053 0.008
C 1.764354 -1.446929 0.819379 -0.109 -0.232 0.285
C 3.244395 -1.219733 0.682415 0.018 0.258 -0.199
C 3.731152 -0.108511 -0.278976 0.371 0.119 0.072
C 5.245174 0.090619 -0.011310 -0.240 -0.226 -0.457
O 5.556452 0.646040 1.239327 -0.040 0.107 0.574
C 3.584023 -0.502017 -1.757649 -0.153 -0.007 0.154
C 2.168871 -0.309353 -2.292056 0.087 0.202 -0.134
C 1.675085 1.091828 -1.959573 -0.117 -0.285 -0.187
N 1.671286 1.239860 -0.518786 0.098 0.313 -0.099
C 0.902746 2.377976 -0.068454 -0.070 -0.131 -0.075
C -0.575209 2.130464 -0.136572 -0.226 -0.084 0.054
C -1.134962 0.956419 -0.424876 0.268 0.436 0.082
C -2.575684 0.806863 -0.364507 -0.312 0.447 0.211
C -3.215904 -0.356498 -0.783394 -0.233 -0.105 -0.055
C -4.582441 -0.510664 -0.602298 0.004 0.066 0.067
O -5.299991 -1.616323 -0.968921 -0.113 0.260 0.119
C -4.613668 -2.680965 -1.577376 0.066 -0.120 -0.084
C -5.307620 0.510714 0.013539 0.085 -0.172 -0.078
C -4.682428 1.671703 0.422167 0.193 0.042 -0.021
C -3.317015 1.836084 0.225528 -0.057 -0.345 -0.270
O -2.728119 2.979590 0.684344 -0.147 -0.205 0.231
C -1.463550 3.315108 0.142340 0.242 0.135 -0.289
C 3.029922 1.233592 -0.022495 0.116 -0.149 0.088
C 1.025551 -0.713967 1.730467 -0.235 -0.139 0.061
H -2.917838 -0.203701 2.210521 0.017 -0.024 0.009
H -2.506090 -1.352922 3.518161 0.012 0.032 -0.025
H -2.581094 0.395012 3.850654 -0.029 -0.062 -0.044
H -2.000631 -2.197502 1.362160 -0.103 0.017 0.031
H -0.695670 -3.516474 -0.234027 -0.041 -0.064 -0.026
H 1.692152 -3.074657 -0.579456 0.082 -0.050 -0.070
H 3.715493 -2.155411 0.368101 0.050 0.007 0.063
H 3.616859 -0.978948 1.682816 0.023 -0.072 0.021
H 5.652165 0.800252 -0.736065 -0.081 -0.093 -0.061
H 5.763595 -0.870225 -0.148212 -0.049 0.050 -0.071
H 5.280362 0.037485 1.933879 0.101 0.061 -0.049
H 3.900591 -1.537864 -1.896586 0.105 -0.042 -0.016
H 4.257588 0.126927 -2.347007 0.071 0.013 -0.041
H 1.492421 -1.029105 -1.834693 -0.059 0.019 -0.124
H 2.162337 -0.463065 -3.372949 -0.030 -0.034 -0.022
H 0.661005 1.234923 -2.335629 0.058 0.033 -0.020
H 2.327960 1.846622 -2.439782 -0.045 0.028 0.023
H 1.155826 2.573301 0.979739 0.030 0.065 -0.021
H 1.144315 3.300428 -0.634801 0.041 -0.020 0.087
H -0.535915 0.089253 -0.643478 0.190 -0.152 -0.051
H -2.612276 -1.127466 -1.235993 0.044 -0.124 -0.032
H -5.367109 -3.440760 -1.779781 0.095 0.014 -0.010
H -3.848359 -3.099334 -0.914759 0.004 0.015 -0.019
H -4.147117 -2.374673 -2.519616 0.006 -0.009 0.037
H -6.366669 0.372487 0.159749 -0.142 -0.010 0.019
H -5.240427 2.459792 0.901828 -0.080 0.109 0.054
H -1.612608 3.887992 -0.792888 0.036 -0.042 0.169
H -1.002270 3.984350 0.875320 -0.015 -0.046 -0.116
H 3.019717 1.430121 1.050961 0.026 0.065 -0.003
H 3.631766 2.031600 -0.498397 -0.006 0.037 0.061
H 1.483749 0.064973 2.318119 0.113 0.163 0.105
```
Positions in Å, forces in eV/Å.

## Properties
HOMO-LUMO gap   0.3029 hartree
SMILES string   COc1cccc(C[C@@]2(CO)CCCN(CC3=Cc4cc(OC)ccc4OC3)C2)c1
Spin multiplicity   1
Strongest force on any atom   0.59 eV Å⁻¹
HOMO level   -7.6 eV

Formally, the Löwdin partial charges of the atoms, in units of the elementary charge, are as follows: -0.069, -0.074, -0.278, -0.042, -0.078, -0.069, -0.216, -0.076, -0.398, -0.229, -0.046, -0.130, -0.153, -0.184, -0.164, -0.144, -0.165, 0.014, -0.145, 0.022, -0.275, -0.090, -0.092, -0.002, 0.005, -0.231, -0.014, -0.123, -0.128, 0.035, 0.081, 0.098, 0.098, 0.103, 0.104, 0.113, 0.127, 0.116, 0.126, 0.131, 0.080, 0.121, 0.119, 0.088, 0.115, 0.118, 0.129, 0.135, 0.139, 0.112, 0.109, 0.093, 0.087, 0.096, 0.117, 0.119, 0.140, 0.133, 0.124, 0.140, 0.128

---

# 2
Entry from the Open Molecules 2025 dataset: a molecular structure, C25H31O3PS3Sb2TeW in a non-equilibrium geometry (wB97M-V/def2-TZVPD).

XYZ file:
```
67
Properties=species:S:1:pos:R:3:forces:R:3
W -1.851179 -0.614380 -0.401025 1.400 0.913 -1.446
S -3.680523 -2.065630 -0.763647 0.328 0.219 0.580
Sb -3.378211 -2.149130 1.724911 0.220 -0.343 -0.016
S -2.238940 -0.098122 1.986594 -0.206 -0.130 0.012
S -1.479209 -3.071267 0.409848 -0.582 0.254 0.107
C 1.847365 -2.948191 -2.209802 -0.090 -0.012 -0.195
C 2.548457 -1.615144 -2.282178 0.009 -0.147 -0.108
C 3.489181 -1.408662 -3.290740 -0.019 -0.001 -0.036
C 4.153769 -0.201460 -3.428533 -0.054 0.000 0.057
C 3.892837 0.839743 -2.546813 -0.032 -0.073 -0.006
C 2.975051 0.649912 -1.527461 0.028 0.060 -0.056
C 2.310493 -0.568677 -1.395471 -0.119 0.181 0.356
Sb 0.955528 -0.712696 0.241159 -0.189 -0.086 0.611
C 1.328624 1.062164 1.374754 -0.088 -0.244 -0.264
C 0.362082 2.065612 1.354172 -0.024 -0.032 0.021
C 0.540231 3.218878 2.101224 0.063 0.001 0.032
C 1.687948 3.363131 2.867461 -0.057 0.001 -0.042
C 2.656512 2.372629 2.863224 0.037 -0.028 -0.003
C 2.505197 1.207898 2.114360 0.080 -0.043 -0.026
C 3.600669 0.175077 2.107372 0.063 0.077 0.055
C 1.810184 -2.362190 1.366535 -0.234 0.337 -0.142
C 2.899866 -2.978613 0.760795 0.015 -0.073 0.111
C 3.590609 -3.993139 1.401849 -0.014 0.005 0.021
C 3.194160 -4.391030 2.668318 0.034 -0.017 -0.037
C 2.132870 -3.753644 3.285486 -0.023 0.005 0.010
C 1.424149 -2.728465 2.661300 0.118 -0.033 -0.091
C 0.327837 -2.059807 3.428509 -0.007 0.080 0.068
H 2.572564 -3.761985 -2.166087 -0.023 -0.018 0.019
H 1.236359 -3.103178 -3.104118 0.057 -0.011 0.075
H 1.190396 -3.044183 -1.341614 0.023 -0.011 -0.081
H 3.697365 -2.218059 -3.979664 0.008 -0.008 -0.030
H 4.874842 -0.073785 -4.223952 0.017 0.005 -0.016
H 4.401002 1.788720 -2.645421 0.019 0.011 -0.015
H 2.775702 1.459998 -0.836393 0.002 0.005 0.035
H -0.536749 1.970689 0.757159 0.002 -0.020 -0.001
H -0.214101 3.993234 2.080832 0.000 0.019 0.010
H 1.838286 4.255428 3.459788 -0.006 0.017 0.009
H 3.560834 2.504243 3.444686 0.007 0.005 0.002
H 4.549656 0.630881 2.385393 0.008 0.004 0.008
H 3.728042 -0.276791 1.121260 0.034 0.042 0.047
H 3.398205 -0.631430 2.814682 0.004 0.004 -0.003
H 3.247290 -2.649706 -0.203592 0.065 0.023 -0.069
H 4.438761 -4.454997 0.916181 0.023 -0.023 -0.003
H 3.721825 -5.181719 3.183696 0.015 -0.013 0.010
H 1.847616 -4.040715 4.290180 0.000 -0.007 0.005
H 0.471660 -2.195998 4.500090 -0.004 0.008 -0.026
H -0.641468 -2.480295 3.171439 -0.117 -0.060 -0.022
H 0.277950 -0.991982 3.231571 -0.018 0.149 -0.033
C -4.063062 4.074411 -3.456325 -0.002 0.028 0.005
C -3.332465 4.026629 -2.132484 -0.012 0.018 -0.053
O -3.953606 3.116150 -1.205230 -0.119 0.008 0.269
P -3.753410 1.529866 -1.403673 -0.233 0.319 -0.002
O -2.328517 1.291196 -0.590898 -0.359 -1.710 0.240
Te -0.858967 -0.710246 -2.685309 -0.397 0.049 0.448
O -4.725750 0.995267 -0.191026 0.325 0.237 -0.320
C -6.153817 1.158751 -0.258284 0.060 0.081 0.014
C -6.767863 0.580742 -1.515466 -0.063 -0.004 0.002
H -3.606712 4.826516 -4.099864 0.003 0.010 -0.022
H -5.107489 4.344138 -3.302567 -0.012 -0.001 -0.002
H -4.021510 3.114404 -3.970154 -0.003 -0.014 -0.006
H -3.363211 4.994814 -1.637176 0.026 0.003 0.008
H -2.282152 3.752178 -2.260994 0.010 -0.006 -0.017
H -6.380675 2.222089 -0.155826 -0.022 -0.031 -0.016
H -6.533234 0.647167 0.627223 0.003 0.028 -0.024
H -6.472827 1.134971 -2.407199 0.021 -0.003 0.002
H -7.854294 0.631635 -1.435774 -0.004 -0.010 -0.024
H -6.482055 -0.463826 -1.647294 0.003 0.005 0.002
```
Positions in Å, forces in eV/Å.

## Properties
Total charge   +1
HOMO-LUMO gap (spin up / spin down)   0.2325 / 0.2126 hartree
Spin multiplicity   2
Strongest force on any atom   2.21 eV Å⁻¹
HOMO level (spin up / spin down)   -10.9 / -10.9 eV

Formally, the Löwdin partial charges of the atoms, in units of the elementary charge, are as follows: 0.170, 0.009, 0.607, -0.023, -0.025, -0.111, -0.372, -0.031, -0.052, -0.061, -0.117, -0.394, 1.443, -0.329, -0.154, -0.065, -0.055, -0.033, -0.293, -0.041, -0.314, -0.137, -0.057, -0.054, -0.036, -0.313, -0.078, 0.097, 0.070, 0.026, 0.123, 0.113, 0.112, 0.098, 0.047, 0.112, 0.112, 0.118, 0.090, 0.059, 0.088, 0.079, 0.113, 0.113, 0.119, 0.092, 0.018, 0.041, -0.087, -0.290, -0.303, 0.722, -0.726, 0.632, -0.404, -0.283, -0.090, 0.081, 0.081, 0.064, 0.119, 0.109, 0.116, 0.117, 0.066, 0.084, 0.066